1.
{"formula": "C5H14N3", "method": "the ωB97M-V functional and the def2-TZVPD basis", "elements": ["C", "C", "C", "C", "C", "N", "N", "N", "H", "H", "H", "H", "H", "H", "H", "H", "H", "H", "H", "H", "H", "H"], "coordinates": [[-2.09390, -1.58348, 1.26897], [-1.31602, -0.68393, 0.35614], [-0.03929, -1.41218, 0.05234], [1.06127, -0.39019, -0.08412], [1.89389, -0.37850, -1.18430], [2.70531, 0.70685, -1.50639], [0.99462, 0.45875, 0.89860], [-1.09572, 2.73199, 0.08525], [-2.14083, -2.54688, 0.77910], [-3.06792, -1.22194, 1.52270], [-1.48008, -1.65137, 2.13079], [-1.81808, -0.38645, -0.57796], [-0.26801, -2.12677, -0.77378], [0.25655, -2.05589, 0.90192], [1.94419, -1.16265, -1.94808], [2.28269, 1.55813, -1.84092], [3.53382, 0.45738, -2.01765], [1.81642, 1.08403, 0.89699], [-1.02233, 3.64217, -0.34006], [-0.59073, 2.72793, 0.95178], [-0.98171, 0.20351, 0.92314], [-0.57413, 2.02947, -0.49446]], "total_energy_ev": -9872.4429, "max_force_ha_per_bohr": 0.0953, "homo_energy_ev": -13.3, "orbital_gap_ha": 0.2060, "total_charge": 1, "molar_mass_g_mol": 116.2}

2.
{"formula": "C5H14N3", "method": "the ωB97M-V functional and the def2-TZVPD basis", "elements": ["C", "C", "C", "C", "C", "N", "N", "N", "H", "H", "H", "H", "H", "H", "H", "H", "H", "H", "H", "H", "H", "H"], "coordinates": [[-0.11972, -2.72643, 1.24815], [0.33644, -1.59443, 0.35043], [-0.50847, -0.34438, 0.66672], [-0.27921, 0.82693, -0.30567], [-1.37347, 1.53340, -0.75750], [-1.32366, 2.74824, -1.30666], [1.01499, 1.16975, -0.74202], [1.79642, -1.27814, 0.64688], [0.04412, -3.73492, 0.88735], [0.32188, -2.61448, 2.24761], [-1.13274, -2.65129, 1.67320], [0.22546, -1.90719, -0.69202], [-1.55099, -0.69689, 0.66239], [-0.17958, 0.11435, 1.61620], [-2.39019, 1.16418, -0.79368], [-2.13357, 3.04145, -1.85004], [-0.48249, 3.23283, -1.59808], [1.35172, 2.08797, -0.42127], [1.12920, 1.33636, -1.74600], [1.99694, -0.40827, 0.10906], [1.90444, -1.00962, 1.63198], [2.43705, -2.06375, 0.50823]], "total_energy_ev": -9864.5055, "multiplicity": 2, "max_force_ha_per_bohr": 0.0558, "homo_energy_ev": [-18.3, -19.5], "orbital_gap_ha": [0.4049, 0.3225], "total_charge": 2, "molar_mass_g_mol": 116.2}

3.
{"formula": "C5H14N3Zn", "method": "the ωB97M-V functional and the def2-TZVPD basis", "elements": ["C", "Zn", "N", "H", "H", "H", "H", "H", "H", "H", "H", "C", "N", "C", "C", "N", "C", "H", "H", "H", "H", "H", "H"], "coordinates": [[0.72865, 1.96194, -0.48454], [-0.19621, 0.09912, -0.30331], [-2.03789, 0.74147, -0.58168], [1.36936, -0.34847, -0.14851], [1.18540, -0.34377, -1.01065], [1.78654, 1.82164, -0.63543], [0.54223, 2.57809, 0.38694], [0.26409, 2.36946, -1.37395], [-2.57152, 0.64558, 0.27869], [-2.33005, 0.08647, -1.30341], [-1.98203, 1.70045, -0.92246], [-1.53233, -5.11238, 0.73749], [-1.52881, -3.70014, 0.93770], [-2.28704, -2.97737, 1.82682], [-1.98567, -1.65880, 1.69951], [-1.04878, -1.58601, 0.66378], [-0.75118, -2.83482, 0.23249], [-1.26739, -5.63314, 1.65952], [-2.52227, -5.45892, 0.43248], [-0.81589, -5.37333, -0.03372], [-2.98701, -3.46717, 2.47741], [-2.33032, -0.76913, 2.25164], [-0.02907, -3.13664, -0.51739]], "total_energy_ev": -58294.6158, "max_force_ha_per_bohr": 0.0586, "homo_energy_ev": [-0.9, 0.5], "orbital_gap_ha": [0.1327, 0.0782], "total_charge": -1, "molar_mass_g_mol": 181.6}

4.
{"formula": "C5H14N4", "method": "the ωB97M-V functional and the def2-TZVPD basis", "elements": ["C", "N", "C", "N", "H", "H", "H", "H", "H", "H", "C", "C", "N", "C", "N", "H", "H", "H", "H", "H", "H", "H", "H"], "coordinates": [[2.71994, -1.28917, 0.44814], [1.87278, -2.13410, -0.34933], [2.19954, 0.71403, 1.54805], [2.31263, 0.11532, 0.44929], [0.90950, -2.11550, -0.01125], [1.86308, -1.81558, -1.31192], [3.73298, -1.31316, 0.03067], [2.76111, -1.69216, 1.47123], [2.40470, 0.24993, 2.52154], [1.86946, 1.74845, 1.55954], [-2.98738, 1.31672, -1.13951], [-0.62646, 1.51879, -0.76725], [-1.68833, 0.76117, -0.84900], [-1.45838, -0.44109, 0.46657], [-1.11380, -1.65128, 0.17380], [-1.50110, -1.97259, -0.71206], [-2.35265, -0.21084, 1.05136], [-2.94531, 2.05501, -1.94735], [-3.42482, 1.79124, -0.25325], [-3.63894, 0.49613, -1.44756], [-0.61177, 0.23894, 0.93428], [-0.65130, 2.56548, -1.09121], [0.35453, 1.06426, -0.77479]], "total_energy_ev": -11367.4770, "max_force_ha_per_bohr": 0.0591, "homo_energy_ev": [-7.2, -7.2], "orbital_gap_ha": [0.2505, 0.2504], "molar_mass_g_mol": 130.2}